Below is the molecule C3H4S4, with properties calculated with ωB97M-V with the def2-TZVPD basis set.

Output
Charge: 0
ΔE to the lowest compared entry with this formula, charge and spin: 39.7 kcal per mole
LUMO energy: -1.60 eV
Highest occupied orbital energy: -8.7 eV
SMILES string: CSC(=S)C(=S)S
Kohn-Sham gap: 7.15 eV

CARTESIAN COORDINATES (ANGSTROEM)
C: 2.053 -1.144 0.031
C: -0.455 0.174 -0.058
C: -1.919 0.343 0.105
H: 2.637 -1.926 -0.628
H: 2.552 -0.926 1.142
H: 2.137 -0.058 -0.574
H: -1.947 2.659 -0.586
S: 0.189 -1.523 -0.182
S: 0.302 1.572 0.139
S: -2.870 1.606 -0.542
S: -2.678 -0.777 1.153

Atom charges from the Mulliken analysis, given in e for atoms 1 to 4: -0.688 0.402 -0.115 0.310

=====

Below is the molecule C3H4Si, with properties calculated with ωB97M-V with the def2-TZVPD basis set.

Output
Charge: 0
ΔE to the lowest compared entry with this formula, charge and spin: 52.8 kcal per mole
LUMO energy: -0.57 eV
Highest occupied orbital energy: -7.4 eV
Kohn-Sham gap: 6.79 eV

CARTESIAN COORDINATES (ANGSTROEM)
C: 0.351 0.774 0.657
C: -0.292 -0.592 0.735
C: 0.714 0.047 -0.292
Si: -1.935 -0.129 -0.116
H: 0.296 1.823 1.111
H: 0.054 -1.455 1.456
H: 1.060 -0.054 -1.253
H: -1.387 0.576 -1.247

Atom charges from the Mulliken analysis, given in e for atoms 1 to 4: -0.296 -0.290 -0.317 0.012

=====

Below is a cluster of 26 separate species, C3H57O26 in total, with properties calculated with ωB97M-V with the def2-TZVPD basis set.

Output
Charge: -1
ΔE to the lowest compared entry with this formula, charge and spin: 49.3 kcal per mole
LUMO energy: 1.28 eV
Highest occupied orbital energy: -6.0 eV
Kohn-Sham gap: 7.24 eV

CARTESIAN COORDINATES (ANGSTROEM)
C: 1.752 1.983 4.775
C: 0.856 0.777 4.559
C: -0.151 0.409 5.595
O: 0.083 1.040 3.353
H: 2.577 2.034 4.044
H: 1.181 2.961 4.768
H: 2.172 2.032 5.821
H: 1.588 0.014 4.223
H: -0.787 -0.456 5.297
H: 0.290 0.173 6.496
H: -0.926 1.139 5.862
O: -1.592 2.911 4.046
H: -1.913 3.191 3.193
H: -0.905 2.276 3.929
O: -1.474 2.757 0.982
H: -0.711 2.353 1.383
H: -2.258 2.375 1.457
O: 1.195 -2.474 5.765
H: 1.814 -1.815 6.070
H: 1.668 -3.133 5.281
O: -3.468 -1.707 5.389
H: -3.922 -1.015 5.857
H: -4.000 -2.480 5.209
O: 0.789 5.624 5.858
H: 0.873 4.840 6.425
H: -0.025 6.028 6.098
O: 1.075 3.259 1.963
H: 1.896 3.442 2.325
H: 0.784 2.624 2.586
O: 5.598 0.350 3.368
H: 5.921 -0.112 4.156
H: 5.391 1.216 3.678
O: -2.839 0.019 7.427
H: -3.098 0.592 6.748
H: -2.131 0.473 7.856
O: -0.892 1.256 8.967
H: -0.710 2.156 8.780
H: -0.867 1.307 9.872
O: 3.551 -1.354 3.673
H: 4.154 -0.655 3.362
H: 3.269 -1.807 2.913
O: 3.764 2.332 1.700
H: 4.473 1.989 1.148
H: 3.088 1.680 1.666
O: 1.910 1.505 8.162
H: 1.269 2.036 7.650
H: 1.634 1.838 9.047
O: 5.284 3.055 3.859
H: 4.839 2.736 4.687
H: 4.774 2.681 3.125
O: 3.263 4.171 6.613
H: 4.184 4.527 6.461
H: 2.976 4.563 7.432
O: -1.078 -2.834 6.932
H: -0.261 -2.914 6.425
H: -1.728 -2.568 6.308
O: 3.024 -0.541 6.254
H: 3.092 -0.512 5.292
H: 2.571 0.320 6.439
O: 0.012 -1.971 3.360
H: -0.861 -1.588 3.565
H: 0.712 -1.755 3.976
O: -3.822 1.653 5.297
H: -3.128 1.983 4.708
H: -4.373 1.059 4.810
O: 4.730 1.803 6.063
H: 4.152 2.399 6.588
H: 5.501 1.763 6.617
O: 0.175 5.380 3.180
H: 0.414 4.482 2.864
H: 0.472 5.456 4.093
O: -2.337 -0.319 3.233
H: -1.532 0.244 3.356
H: -2.668 -0.596 4.082
O: -0.152 3.337 7.259
H: -0.625 4.034 7.757
H: -0.774 2.941 6.630
O: 0.356 -1.193 8.675
H: 0.189 -1.643 7.826
H: 0.397 -0.253 8.450
O: 3.058 4.464 3.793
H: 3.999 4.218 3.752
H: 2.706 3.750 4.341
O: 1.917 0.384 1.561
H: 1.411 0.807 0.858
H: 1.334 0.525 2.321

Atom charges from the Mulliken analysis, given in e for atoms 1 to 4: 2.275 0.730 4.100 -0.751

=====

Below is the molecule C3H5BN2, with properties calculated with ωB97M-V with the def2-TZVPD basis set.

Output
Charge: 0
ΔE to the lowest compared entry with this formula, charge and spin: 32.7 kcal per mole
LUMO energy: 0.56 eV
Highest occupied orbital energy: -8.9 eV
SMILES string: [H]/B=N/C=N\C=C
Kohn-Sham gap: 9.49 eV

CARTESIAN COORDINATES (ANGSTROEM)
B: 0.825 -1.599 -1.225
C: -0.234 1.353 0.607
C: -0.723 1.250 -0.598
C: 0.285 -0.885 1.211
N: -0.228 0.256 1.527
N: 0.598 -1.159 -0.066
H: -0.700 1.922 -1.415
H: 0.780 -1.861 -2.322
H: 0.181 2.096 1.243
H: -1.244 0.350 -0.877
H: 0.459 -1.724 1.917

Atom charges from the Mulliken analysis, given in e for atoms 1 to 4: -0.463 -0.010 -0.799 0.239

=====

Below is the molecule C3H5BN2O2, with properties calculated with ωB97M-V with the def2-TZVPD basis set.

Output
Charge: 0
ΔE to the lowest compared entry with this formula, charge and spin: 5.1 kcal per mole
LUMO energy: 0.45 eV
Highest occupied orbital energy: -9.3 eV
SMILES string: O=C1NC=CB(O)N1
Kohn-Sham gap: 9.71 eV

CARTESIAN COORDINATES (ANGSTROEM)
B: 0.009 0.508 0.983
C: -0.309 1.070 -0.439
C: -0.130 0.182 -1.411
C: 0.203 -1.711 -0.008
N: 0.158 -0.850 1.116
N: 0.113 -1.120 -1.219
O: 0.351 -2.911 0.120
O: 0.200 1.258 2.260
H: -0.400 2.109 -0.569
H: -0.376 0.243 -2.499
H: 0.142 -1.283 2.099
H: -0.039 -1.746 -2.006
H: 0.224 0.601 2.980

Atom charges from the Mulliken analysis, given in e for atoms 1 to 4: 0.161 -0.546 -0.163 0.350

=====

Below is a structure of composition C3H5BaO3, with properties calculated with ωB97M-V with the def2-TZVPD basis set.

Output
Charge: +1
ΔE to the lowest compared entry with this formula, charge and spin: 140.0 kcal per mole
LUMO energy (alpha / beta): -5.33 / -5.33 eV
Highest occupied orbital energy (alpha / beta): -10.2 / -10.2 eV
Kohn-Sham gap (alpha / beta): 4.83 / 4.84 eV

CARTESIAN COORDINATES (ANGSTROEM)
H: 3.043 1.881 -0.631
O: 1.817 0.630 -1.521
C: 2.960 0.939 -1.187
H: 3.708 0.141 -1.228
O: 0.628 1.296 -0.677
Ba: -1.285 0.702 -2.227
O: -1.694 0.522 0.240
C: -1.903 -0.301 1.265
C: -1.747 -1.633 1.254
H: -2.271 0.202 2.172
H: -1.967 -2.232 2.137
H: -1.289 -2.147 0.405

Atom charges from the Mulliken analysis, given in e for atoms 1 to 4: 0.290 -0.091 0.016 0.285

=====

Below is the molecule C3H5Br, with properties calculated with ωB97M-V with the def2-TZVPD basis set.

Output
Charge: 0
ΔE to the lowest compared entry with this formula, charge and spin: 35.7 kcal per mole
LUMO energy: 1.08 eV
Highest occupied orbital energy: -9.5 eV
SMILES string: C=CCBr
Kohn-Sham gap: 10.55 eV

CARTESIAN COORDINATES (ANGSTROEM)
C: 0.972 0.992 0.317
C: 0.709 -0.262 0.338
C: -0.893 -0.764 -0.473
Br: -2.274 -0.009 0.471
H: 1.849 1.327 0.710
H: 0.278 1.685 -0.252
H: 1.087 -1.085 0.999
H: -0.905 -1.756 -0.716
H: -0.823 -0.128 -1.394

Atom charges from the Mulliken analysis, given in e for atoms 1 to 4: -0.546 -0.132 -0.727 -0.085

=====

Below is a cluster of 2 separate species, C3H5Br2 in total, with properties calculated with ωB97M-V with the def2-TZVPD basis set.

Output
Charge: 0
ΔE to the lowest compared entry with this formula, charge and spin: 0.0 kcal per mole
Multiplicity: 2
LUMO energy (alpha / beta): 0.62 / -3.76 eV
Highest occupied orbital energy (alpha / beta): -8.9 / -8.9 eV
Expectation value of S²: 0.75
Kohn-Sham gap (alpha / beta): 9.56 / 5.18 eV

CARTESIAN COORDINATES (ANGSTROEM)
H: -0.965 -0.613 0.295
Br: -5.887 0.250 0.110
C: 1.510 1.067 -0.130
C: 0.837 -0.028 -0.533
C: 0.055 -0.830 0.484
Br: 0.443 -0.536 -2.293
H: 2.410 1.453 -0.575
H: 1.111 1.617 0.714
H: 0.314 -0.454 1.496
H: 0.172 -1.927 0.431

Atom charges from the Mulliken analysis, given in e for atoms 1 to 4: 0.322 0.000 -0.685 0.437

=====

Below is a cluster of 2 separate species, C3H5Br2N3 in total, with properties calculated with ωB97M-V with the def2-TZVPD basis set.

Output
Charge: 0
Multiplicity: 3
LUMO energy (alpha / beta): 0.26 / -2.46 eV
Highest occupied orbital energy (alpha / beta): -6.3 / -9.4 eV
Expectation value of S²: 2.04
Kohn-Sham gap (alpha / beta): 6.60 / 6.91 eV

CARTESIAN COORDINATES (ANGSTROEM)
C: 1.294 1.600 0.150
C: 0.247 1.884 -0.626
C: -1.705 -0.944 0.157
N: 0.388 -0.118 0.848
N: -0.920 1.059 -0.555
N: -0.675 0.101 0.303
Br: 3.070 1.495 0.206
Br: 2.068 -2.587 -0.004
H: 0.255 2.720 -1.338
H: -1.149 -1.652 -0.671
H: -1.861 -1.565 1.119
H: -2.596 -0.521 -0.308
H: 1.583 -1.473 0.718

Atom charges from the Mulliken analysis, given in e for atoms 1 to 4: 0.011 -0.143 -0.587 -0.821

=====

Below is the molecule C3H5Br2P, with properties calculated with ωB97M-V with the def2-TZVPD basis set.

Output
Charge: 0
ΔE to the lowest compared entry with this formula, charge and spin: 10.3 kcal per mole
LUMO energy: 0.20 eV
Highest occupied orbital energy: -9.5 eV
SMILES string: C=C(C)P(Br)Br
Kohn-Sham gap: 9.68 eV

CARTESIAN COORDINATES (ANGSTROEM)
C: -1.296 -0.670 -0.799
C: -0.329 -0.065 -0.148
C: 0.284 -0.461 1.086
P: 0.372 1.559 -1.056
Br: 2.209 0.582 -1.852
Br: 1.360 2.588 0.691
H: -2.009 -0.369 -1.550
H: -1.765 -1.590 -0.498
H: 0.404 -1.599 1.058
H: -0.519 -0.035 1.759
H: 1.289 0.060 1.310

Atom charges from the Mulliken analysis, given in e for atoms 1 to 4: -0.905 0.547 -0.976 0.162